Below is C37H41BHfN13OS3 as an isolated structure, with properties calculated with the ωB97M-V functional and the def2-TZVPD basis.

```
97
Properties=species:S:1:pos:R:3:forces:R:3
Hf 0.201565 -0.387522 -0.220392 1.1868 0.6716 -0.8424
C -0.302843 -4.450968 1.294774 -0.0623 -0.0177 0.0060
C 0.417513 -3.280899 1.333101 0.0530 0.0662 -0.0136
N -0.304292 -2.262296 0.801274 -0.0840 -0.2938 0.0451
N -1.499846 -2.804544 0.401838 -0.1507 0.1801 0.1060
C -1.512847 -4.102286 0.693330 0.0008 0.0223 0.0004
B -2.704619 -1.967735 -0.236209 0.1970 0.0980 -0.0191
N -2.295577 -1.548410 -1.679468 0.0498 -0.1151 0.1290
C -3.001923 -1.499951 -2.812319 -0.0233 0.0049 -0.0410
C -2.183752 -1.042990 -3.836371 -0.0337 -0.0088 0.0475
C -0.967064 -0.810117 -3.227327 0.1160 0.0015 0.0135
N -1.027508 -1.103186 -1.915818 -0.3625 -0.1608 0.2041
N -2.812901 -0.632419 0.578640 0.1708 -0.2366 0.1041
C -3.823464 -0.097059 1.260951 -0.0734 0.1323 -0.1201
C -3.458783 1.182567 1.676014 -0.0427 -0.0782 0.0057
C -2.174106 1.351819 1.209896 0.1149 0.0460 -0.1615
N -1.760805 0.248232 0.545164 -0.4331 -0.0352 0.1733
N -3.918985 -2.805325 -0.189674 -0.2058 0.0176 0.0586
C -4.353504 -3.786492 -1.041213 -0.0536 -0.0665 0.0524
C -5.321997 -4.501817 -0.396831 0.0714 -0.0291 -0.1004
C -5.412710 -3.908232 0.878354 0.0103 0.0640 0.0291
N -4.566531 -2.907527 1.013551 0.1070 0.0053 0.0030
H -0.006461 -5.424948 1.642632 0.0145 -0.0260 0.0045
H 1.414751 -3.098382 1.702146 0.0257 -0.0120 0.0164
H -2.376960 -4.707195 0.464840 -0.0173 -0.0282 0.0087
H -4.040553 -1.786396 -2.833052 -0.0064 -0.0106 -0.0154
H -2.445555 -0.913023 -4.871506 -0.0095 0.0030 -0.0244
H -0.041837 -0.463216 -3.661173 -0.0033 0.0058 -0.0109
H -4.733270 -0.659141 1.391965 -0.0223 0.0193 0.0137
H -4.069047 1.891649 2.207453 -0.0100 0.0130 0.0094
H -1.523606 2.209537 1.284169 -0.0091 0.0001 0.0260
H -3.938371 -3.916577 -2.026169 -0.0136 -0.0057 -0.0325
H -5.890240 -5.329684 -0.782737 -0.0159 -0.0095 -0.0156
H -6.070587 -4.169986 1.691359 -0.0157 -0.0173 0.0098
C 3.420435 -2.208916 -4.473731 0.0098 -0.0077 -0.0297
C 2.489752 -2.736842 -3.379740 -0.0972 0.0305 0.0663
C 2.747590 -2.106857 -2.053567 0.0318 0.0040 0.0081
N 1.893014 -1.454820 -1.335938 -0.0661 -0.1557 -0.0024
N 2.377559 -1.002859 -0.126721 -0.2474 0.2010 -0.0710
C 3.657368 -1.278406 0.045738 -0.0194 0.0391 -0.0061
N 4.356481 -0.932656 1.117897 -0.0845 -0.0473 0.0361
S 4.307600 -2.169847 -1.289357 0.0135 -0.0263 -0.0161
H 3.183441 -2.692353 -5.418719 -0.0006 0.0039 -0.0062
H 4.465657 -2.426358 -4.252444 0.0123 -0.0098 0.0030
H 3.313703 -1.131652 -4.603030 -0.0088 0.0142 0.0003
H 2.615270 -3.817068 -3.267246 0.0147 -0.0024 -0.0091
H 1.439294 -2.565778 -3.622101 0.0288 -0.0010 -0.0157
H 3.982389 -0.226633 1.734278 0.0381 0.0187 0.0052
H 5.347031 -1.111152 1.171363 0.0099 0.0131 -0.0054
O 0.683681 1.315880 -1.248121 0.3420 -0.1611 -0.0209
S 1.653527 1.773230 -2.416070 -0.3000 -0.1082 -0.0185
C 2.607079 3.106451 -1.705042 0.0190 0.0148 -0.0068
C 3.757340 2.591995 -0.880245 -0.0016 0.0384 -0.0165
C 4.778076 1.852864 -1.479164 0.0086 0.0200 0.0233
C 5.906630 1.505766 -0.752926 0.0039 0.0198 0.0242
C 6.022464 1.893242 0.578982 0.0106 0.0034 -0.0259
C 5.001491 2.612830 1.183280 -0.0134 0.0085 -0.0079
C 3.868085 2.961208 0.455099 0.0209 -0.0477 0.0018
C 0.557515 2.664608 -3.563045 0.0102 0.0961 0.0656
C 0.043077 3.974333 -3.053713 -0.0183 -0.0354 -0.0813
C 0.576326 5.160114 -3.550259 0.0177 0.0290 0.0699
C 0.097781 6.381231 -3.095904 0.0067 -0.0351 -0.0077
C -0.912763 6.418100 -2.146318 -0.0155 -0.0035 0.0172
C -1.453334 5.235252 -1.654564 0.0225 -0.0019 -0.0256
C -0.980116 4.013975 -2.107992 -0.0233 0.0267 0.0107
H 1.905152 3.740581 -1.161420 0.0293 0.0093 0.0250
H 2.945950 3.664779 -2.584990 0.0461 0.0180 0.0281
H 4.725867 1.602789 -2.533600 -0.0059 -0.0045 -0.0163
H 6.720350 0.982860 -1.239068 0.0074 -0.0051 -0.0020
H 6.927059 1.669474 1.130116 0.0059 0.0049 0.0036
H 5.111970 2.952282 2.204994 -0.0028 0.0027 0.0086
H 3.099748 3.575122 0.909503 -0.0101 0.0132 0.0094
H -0.229775 1.942879 -3.789395 0.0127 -0.0166 0.0211
H 1.186665 2.768710 -4.452101 -0.0405 0.0411 -0.0244
H 1.350189 5.138234 -4.309083 0.0015 -0.0111 -0.0193
H 0.503255 7.299858 -3.496547 -0.0026 0.0139 0.0006
H -1.296485 7.369739 -1.804818 0.0014 0.0055 0.0033
H -2.264162 5.270659 -0.939755 -0.0151 0.0099 0.0090
H -1.430376 3.092537 -1.754606 -0.0005 -0.0132 -0.0115
N 0.763113 1.238009 4.517672 0.1238 0.0687 -0.0954
C 0.402711 0.644467 3.399979 -0.4397 -0.0419 0.1987
S 1.120733 1.068462 1.927001 -0.0280 -0.1711 0.2239
N -0.567346 -0.353797 3.456728 0.2888 0.0583 -0.1145
C -1.440135 -0.720340 4.436156 -0.2682 0.0759 0.1059
C -1.955456 -2.056826 4.355339 0.0067 0.0521 -0.0406
C -2.815668 -2.511474 5.307458 -0.0223 0.0102 0.0314
C -3.228843 -1.647757 6.345923 0.0395 0.0377 -0.0352
C -2.781709 -0.301458 6.392320 -0.0166 -0.0666 -0.0195
C -1.905635 0.164262 5.458166 0.0988 -0.0259 -0.0690
H 1.464685 1.965345 4.471871 -0.0095 0.0188 0.0446
H 0.486842 0.927319 5.437693 -0.0274 -0.0620 0.0013
H -0.582877 -0.929708 2.617287 0.0062 -0.1779 0.0740
H -1.614610 -2.702058 3.552819 -0.0127 -0.0105 0.0067
H -3.182150 -3.528476 5.284277 0.0058 -0.0107 -0.0278
H -3.914835 -2.005529 7.103098 -0.0090 -0.0157 0.0189
H -3.169621 0.355365 7.159206 0.0173 0.0328 0.0071
H -1.631336 1.209325 5.445909 0.0247 0.0220 0.0258
```
Positions in Å, forces in eV/Å.

- Total energy: -3487.9780 Ha
- LUMO level (spin up / spin down): -0.3916 / -0.5062 Ha
- Spin multiplicity: 2
- F_max: 1.60 eV/Å
- Gap between HOMO and LUMO (spin up / spin down): 6.9 / 3.8 eV
- Net charge: +4
- ΔE to the lowest compared entry with this formula, charge and spin: 0.0 kJ/mol